[1]
Computed, not measured: C20H25NO3S in the gas phase, with ωB97M-V with the def2-TZVPD basis set.

Last column: natural (NBO) charge in e.
Cartesian coordinates (Å):
C1 4.23915 -1.44657 0.78993  -0.62
C2 3.39807 -0.60175 -0.14741  -0.06
O1 3.15816 0.66846 0.42983  -0.55
C3 3.23464 1.76313 -0.46293  -0.08
C4 3.28997 3.05003 0.36374  -0.08
O2 2.51022 4.08475 -0.20022  -0.53
C5 1.22568 4.26616 0.36513  -0.07
C6 0.20361 3.40309 -0.35269  -0.09
O3 -1.08090 3.71880 0.13280  -0.54
C7 -2.13527 3.26142 -0.69430  -0.08
C8 -2.01078 1.80711 -1.05290  -0.05
C9 -1.66483 1.38918 -2.33083  -0.21
C10 -1.50952 0.03968 -2.60079  -0.21
C11 -1.65820 -0.91072 -1.59911  -0.23
C12 -1.98921 -0.50977 -0.30113  0.23
C13 -2.18933 0.84777 -0.06528  -0.25
N1 -2.14618 -1.39404 0.79422  -0.45
C14 -1.35264 -1.03518 1.98642  -0.41
C15 -2.25125 -2.78994 0.57717  0.11
C16 -2.69154 -3.56993 1.64518  -0.22
C17 -2.79065 -4.94250 1.54514  -0.21
C18 -2.46528 -5.57258 0.34913  -0.22
C19 -2.05486 -4.80945 -0.72763  -0.24
C20 -1.94163 -3.42910 -0.62324  -0.12
S1 -1.38408 -2.58489 -2.06214  0.31
H1 3.66417 -1.77523 1.65505  0.21
H2 5.09916 -0.87941 1.14523  0.21
H3 4.60757 -2.33164 0.26828  0.21
H4 3.89881 -0.49867 -1.11560  0.16
H5 2.44053 -1.10039 -0.34140  0.17
H6 4.12288 1.66628 -1.09657  0.16
H7 2.36065 1.79086 -1.12142  0.17
H8 4.31735 3.41160 0.42706  0.18
H9 2.95899 2.81351 1.37885  0.18
H10 1.23985 4.00840 1.42886  0.17
H11 0.96372 5.32128 0.27720  0.19
H12 0.28905 3.57889 -1.43311  0.17
H13 0.43235 2.34750 -0.16230  0.17
H14 -2.19825 3.87450 -1.59997  0.17
H15 -3.04176 3.42303 -0.10929  0.20
H16 -1.51934 2.11642 -3.12068  0.21
H17 -1.25255 -0.28659 -3.60121  0.22
H18 -2.47295 1.17251 0.92985  0.22
H19 -0.66901 -1.84822 2.23949  0.21
H20 -0.76195 -0.14618 1.78120  0.22
H21 -1.98829 -0.83707 2.85082  0.19
H22 -2.96153 -3.07758 2.57141  0.22
H23 -3.12666 -5.51798 2.39660  0.22
H24 -2.54004 -6.64882 0.26419  0.22
H25 -1.80608 -5.28016 -1.67063  0.22

Forces on atoms 1 to 6 (eV/Å):
C 0.0 0.0 0.0
C -0.1 -0.2 -0.1
O 0.2 0.1 0.1
C -0.1 -0.1 0.0
C -0.1 -0.2 -0.1
O 0.1 0.3 0.1

The calculation puts the relative energy (zero: lowest compared OMol25 entry of this formula, charge and spin) at 56.2 kcal/mol. Its spin multiplicity is 1. Its structure (SMILES) is CCOCCOCCOCc1ccc2c(c1)N(C)c1ccccc1S2. As for the LUMO energy: 0.7 eV. The calculated total energy is -1455.71755 hartree. The HOMO energy is -7.354 eV.


[2]
Computed, not measured: a molecular structure, C20H26CoN2O2Si in a non-equilibrium geometry, with ωB97M-V with the def2-TZVPD basis set.

Last column: natural (NBO) charge in e.
Cartesian coordinates (Å):
C1 0.58243 1.96643 0.60413  -0.37
C2 1.00984 1.74011 -0.74894  -0.39
C3 -0.11264 2.01928 -1.60564  -0.34
H1 2.01594 1.46420 -1.04335  0.25
C4 -1.22274 2.36755 -0.76199  -0.34
C5 -0.77930 2.34502 0.58437  -0.33
H2 -1.33970 2.67136 1.45017  0.26
H3 1.20283 1.97583 1.50059  0.24
H4 -0.12868 1.95785 -2.69000  0.27
H5 -2.20911 2.71619 -1.05333  0.26
Co1 -0.48759 0.51751 -0.31896  1.29
C6 0.39569 -3.63821 -2.99503  -0.86
H6 0.27683 -2.63934 -2.54239  0.19
H7 -0.31741 -3.89328 -3.82080  0.23
H8 0.36096 -4.39441 -2.16715  0.21
Si1 -0.09041 -0.67653 -4.23648  1.00
C7 1.24877 -1.04285 -5.55410  -0.50
C8 2.14658 0.03206 -5.71256  -0.23
H9 1.96752 0.97582 -5.19592  0.20
C9 3.29240 -0.09723 -6.50695  -0.20
H10 3.99721 0.73988 -6.55612  0.22
C10 3.55880 -1.30052 -7.14890  -0.21
H11 4.51328 -1.43211 -7.65623  0.22
C11 2.64122 -2.35048 -7.09445  -0.22
H12 2.87060 -3.28294 -7.60783  0.22
C12 1.47568 -2.21574 -6.31354  -0.15
H13 0.77359 -3.05492 -6.27144  0.21
C13 -1.31918 0.24762 -5.30688  -0.52
C14 -1.09282 0.54544 -6.66587  -0.13
H14 -0.14975 0.23987 -7.11513  0.22
C15 -2.03929 1.25294 -7.41326  -0.22
H15 -1.82717 1.47343 -8.45366  0.22
C16 -3.22909 1.67655 -6.81230  -0.19
H16 -3.96169 2.22694 -7.40698  0.22
C17 -3.45339 1.41608 -5.45376  -0.22
H17 -4.36272 1.79530 -4.98184  0.22
C18 -2.52242 0.69825 -4.69074  -0.21
H18 -2.70692 0.49845 -3.63039  0.20
H19 1.42691 -3.72395 -3.40672  0.23
H20 -0.62947 -2.12629 -4.03056  -0.16
C19 -1.27175 -2.79820 3.37385  -0.28
O1 -1.94215 -2.26881 2.18358  -0.45
C20 -1.22995 -1.57275 1.32919  0.92
O2 -1.73941 -0.73458 0.53341  -0.70
N1 0.12309 -1.73452 1.34372  -0.50
N2 0.85221 -0.83458 0.44876  -0.67
H21 -0.54298 -3.59750 3.14210  0.19
H22 -2.08127 -3.21289 3.98399  0.25
H23 -0.76989 -1.98956 3.92734  0.20
H24 0.57747 -2.31364 2.05773  0.42
H25 1.60531 -0.37131 0.99478  0.41
H26 1.40072 -1.42621 -0.19732  0.41

Forces on atoms 1 to 6 (eV/Å):
C 0.7 1.5 0.1
C 0.4 1.6 -0.1
C 0.1 0.6 0.0
H -0.2 0.0 -0.1
C 0.1 1.5 -0.1
C 0.1 1.5 0.2

As for the expectation value of S²: 6.02. The calculation puts the relative energy (zero: lowest compared OMol25 entry of this formula, charge and spin) at 0.0 kcal/mol. Its spin multiplicity is 5. As for the LUMO energy (alpha / beta): -2.9 / -4.3 eV. The net charge is +1. The calculated total energy is -2709.56815 hartree. The HOMO energy (alpha / beta) is -10.167 / -11.088 eV.


[3]
Computed, not measured: a molecular structure, C20H26CrIN5O4S2 in a non-equilibrium geometry, with ωB97M-V with the def2-TZVPD basis set.

Last column: natural (NBO) charge in e.
Cartesian coordinates (Å):
Cr1 0.10952 -0.43554 -0.43605  1.03
N1 0.37662 -2.55167 -0.57523  -0.80
C1 -0.28781 -3.22647 0.56180  -0.23
C2 -1.63185 -2.55525 0.75185  -0.23
N2 -1.43496 -1.09079 0.87865  -0.44
C3 -1.05194 -0.74708 2.28330  -0.23
C4 0.16378 0.17534 2.33344  -0.24
N3 1.18193 -0.29102 1.35661  -0.83
C5 -2.61933 -0.35003 0.37084  -0.23
C6 -2.76215 -0.53980 -1.14398  -0.24
N4 -1.44534 -0.40122 -1.81943  -0.86
H1 1.36085 -2.80261 -0.60638  0.42
H2 -0.01624 -2.89244 -1.44950  0.40
H3 -0.42285 -4.29595 0.39830  0.23
H4 0.33685 -3.09847 1.44580  0.20
H5 -2.24229 -2.76289 -0.12514  0.21
H6 -2.15255 -2.95672 1.62360  0.23
H7 -1.88742 -0.28517 2.81144  0.23
H8 -0.80967 -1.67589 2.80117  0.20
H9 -0.12801 1.17196 2.03086  0.24
H10 0.55105 0.21423 3.35260  0.22
H11 1.81992 0.47835 1.11659  0.46
H12 1.74262 -1.03605 1.75491  0.39
H13 -3.53329 -0.68274 0.87219  0.22
H14 -2.47115 0.70365 0.59596  0.24
H15 -3.18385 -1.51718 -1.37175  0.20
H16 -3.46776 0.20461 -1.51611  0.24
H17 -1.44544 -0.88319 -2.71132  0.40
H18 -1.33385 0.61966 -2.07121  0.45
O1 4.40271 3.18704 0.66445  -0.90
S1 3.41618 3.07396 -0.36165  2.29
O2 2.31633 3.99223 -0.37709  -0.92
N5 2.75504 1.52277 -0.36187  -0.76
C7 2.79817 1.03169 -1.55420  0.16
S2 1.90792 -0.38397 -2.00686  -0.08
C8 3.65078 1.75068 -2.53009  -0.06
C9 4.03481 1.36298 -3.80160  -0.18
C10 4.88244 2.20553 -4.51155  -0.19
C11 5.31080 3.41204 -3.97037  -0.17
C12 4.92002 3.80467 -2.69350  -0.16
C13 4.10535 2.94526 -1.99322  -0.31
H19 3.69161 0.42453 -4.21675  0.23
H20 5.21701 1.91490 -5.49831  0.23
H21 5.95842 4.05567 -4.55044  0.23
H22 5.24190 4.74479 -2.26590  0.24
I1 -2.08325 7.83264 2.22626  0.18
C14 -1.66484 6.04746 1.21387  -0.14
C15 -0.82560 5.11393 1.80813  -0.19
C16 -0.53834 3.93855 1.13740  -0.15
C17 -1.09027 3.69035 -0.11643  -0.20
C18 -1.91645 4.64050 -0.70361  -0.13
C19 -2.20884 5.82168 -0.04187  -0.25
C20 -0.84791 2.40806 -0.82230  0.81
O3 -1.23200 2.24853 -1.98394  -0.65
O4 -0.27681 1.45482 -0.12678  -0.73
H23 -0.39566 5.31111 2.78047  0.22
H24 0.16290 3.23859 1.56990  0.22
H25 -2.31855 4.44974 -1.68991  0.24
H26 -2.85220 6.55813 -0.50257  0.24

Forces on atoms 1 to 6 (eV/Å):
Cr 0.4 0.4 -1.0
N -0.2 -0.2 0.1
C -0.2 0.0 0.1
C 0.1 -0.1 -0.1
N 0.3 0.0 0.2
C 0.2 0.1 0.0

As for the expectation value of S²: 0.76. The calculation puts the relative energy (zero: lowest compared OMol25 entry of this formula, charge and spin) at 0.0 kcal/mol. Its spin multiplicity is 2. As for the LUMO energy (alpha / beta): -4.4 / -3.8 eV. The net charge is +1. The calculated total energy is -3490.86473 hartree. The HOMO energy (alpha / beta) is -10.732 / -10.732 eV.


[4]
Computed, not measured: a molecular structure, C20H26FeO7 in a non-equilibrium geometry, with ωB97M-V with the def2-TZVPD basis set.

Last column: natural (NBO) charge in e.
Cartesian coordinates (Å):
C1 3.47082 2.31330 -2.43129  -0.65
C2 3.10225 0.93833 -1.95126  -0.08
O1 1.66830 0.84111 -2.05705  -0.50
C3 1.21939 -0.36872 -1.68522  0.73
C4 -0.24845 -0.50843 -1.62231  0.00
C5 -0.87421 -1.71918 -2.27982  -0.37
C6 -1.35447 -2.72445 -1.25748  -0.61
C7 -0.00903 -2.38205 -3.33856  -0.81
C8 -1.02711 0.72909 -1.62545  0.71
O2 -0.68521 1.82876 -1.20846  -0.60
O3 -2.29157 0.48526 -2.07802  -0.57
C9 -3.09273 1.57216 -2.61051  -0.43
C10 -3.40969 2.65094 -1.61635  -0.70
O4 1.97827 -1.28495 -1.35998  -0.64
H1 4.55367 2.43491 -2.36031  0.19
H2 3.17740 2.45391 -3.47790  0.20
H3 2.99594 3.08032 -1.80991  0.23
H4 3.57125 0.15650 -2.56687  0.18
H5 3.38414 0.78966 -0.89773  0.20
H6 -1.75367 -1.29094 -2.77073  0.25
H7 -2.01059 -2.23846 -0.52822  0.22
H8 -1.90317 -3.53506 -1.74971  0.19
H9 -0.49291 -3.15819 -0.73945  0.20
H10 0.14499 -1.69911 -4.17680  0.19
H11 0.95232 -2.68531 -2.91870  0.21
H12 -0.53907 -3.26098 -3.71101  0.20
H13 -2.58375 2.00057 -3.48219  0.16
H14 -4.00599 1.07343 -2.93988  0.16
H15 -4.12540 3.33992 -2.07076  0.19
H16 -3.85561 2.23780 -0.70670  0.20
H17 -2.49762 3.19865 -1.36957  0.24
O5 1.97748 2.83581 1.44858  -0.58
C11 1.39605 2.08678 2.12167  0.51
Fe1 0.78566 0.82394 3.31391  -0.22
C12 1.33646 1.53628 4.78962  0.55
O6 1.89740 1.86996 5.74814  -0.60
C13 2.34571 0.03265 3.07748  0.60
O7 3.42336 -0.38777 2.95038  -0.59
C14 -0.29381 -0.61385 0.98213  -0.25
C15 -0.06494 -1.94830 1.56620  -0.46
C16 0.08120 -2.15081 3.10755  -0.40
C17 0.24495 -0.93527 3.98164  -0.40
C18 -0.88843 -0.03600 4.11812  -0.23
C19 -1.49424 0.45951 2.97304  -0.41
C20 -0.86981 0.44592 1.69047  -0.21
H18 0.48917 -0.27482 0.30468  0.21
H19 -0.85987 -2.63947 1.24458  0.20
H20 0.84398 -2.34022 1.08540  0.21
H21 -0.81046 -2.71417 3.43249  0.17
H22 0.94785 -2.80310 3.28748  0.19
H23 0.78615 -1.14631 4.91027  0.20
H24 -1.26542 0.23505 5.10755  0.20
H25 -2.41979 1.03268 3.05255  0.20
H26 -1.04717 1.36272 1.10422  0.23

Forces on atoms 1 to 6 (eV/Å):
C 0.1 0.3 -0.1
C 0.0 0.1 0.0
O 0.4 -0.8 0.1
C 0.5 -0.9 0.8
C 0.5 0.4 -2.2
C -0.2 0.2 0.1

As for the expectation value of S²: 6.11. The calculation puts the relative energy (zero: lowest compared OMol25 entry of this formula, charge and spin) at 0.0 kcal/mol. Its spin multiplicity is 5. As for the LUMO energy (alpha / beta): 4.9 / 3.9 eV. The net charge is -2. The calculated total energy is -2567.84097 hartree. The HOMO energy (alpha / beta) is 3.011 / -1.449 eV.